1.
32
Properties=species:S:1:pos:R:3:forces:R:3 method="wB97M-V/def2-TZVPD" energy_ev=-16241.1219 smiles="CCC/C=C/NC.O.O.O.O" multiplicity=1
H -3.1225 -2.4721 0.7296 0.19 -0.14 0.00
H -2.3587 1.3384 3.5991 -0.11 -0.39 -0.10
H -0.9981 -2.4341 -0.2733 0.57 0.21 0.00
N 1.5181 0.5290 -3.0056 0.22 -0.38 0.53
O 0.9908 1.6496 5.1819 0.34 -0.24 0.47
H -0.9464 3.5078 -2.0335 0.18 0.07 0.01
H 3.7817 -2.4875 0.6669 0.24 -0.12 -0.01
H 0.7743 -1.3290 -2.2714 0.09 -0.30 -0.88
C -0.3251 0.2124 -1.4846 -0.42 0.83 0.05
O 3.9595 -2.4673 1.6143 -0.32 0.12 -0.27
H -2.2874 -0.6260 -1.7053 0.16 -0.87 0.08
C -2.3998 -1.7636 1.1429 -0.85 0.30 0.01
H 2.8557 -0.3599 -4.4169 -0.18 0.79 -0.47
O -1.4453 1.1108 3.7794 0.51 0.34 0.23
H -2.0670 -2.1475 2.1060 0.17 -0.18 -0.05
H -0.3006 1.2668 -1.2395 0.11 0.45 -0.40
C -1.5743 -0.4216 -0.9000 0.04 0.51 -0.01
H 1.5651 1.4725 -2.6475 -0.02 -0.02 -0.16
H 0.0856 1.3431 5.0619 -0.04 0.32 -0.26
O -1.7703 3.9534 -1.8210 -0.09 -0.22 -0.06
H -3.0170 -0.8825 1.3591 0.29 0.15 -0.01
H 3.1430 -0.9401 -2.9214 -0.72 0.05 0.86
H 3.1660 -2.0359 1.9490 0.08 0.01 0.28
H -2.1063 0.3868 -0.3856 0.21 0.06 0.16
H -1.2639 0.1911 3.5738 -0.49 -0.08 -0.21
C -1.2666 -1.4722 0.1700 -0.76 -0.11 -0.40
H -2.4313 3.3079 -2.0954 -0.10 0.13 0.04
H -0.4417 -0.9864 0.6691 0.51 -0.48 0.47
H 1.2179 2.1649 4.4072 -0.22 0.03 -0.15
C 0.6407 -0.2587 -2.2758 -0.65 -0.18 0.82
C 2.7986 -0.0078 -3.3874 1.22 -1.02 -0.17
H 3.6254 0.6577 -3.1459 -0.15 0.36 -0.38

---

2.
32
Properties=species:S:1:pos:R:3:forces:R:3 method="wB97M-V/def2-TZVPD" energy_ev=-16242.8844 smiles="C=CC[C@H](C)NC.O.O.O.O" multiplicity=1
H 1.8862 -2.9212 2.7167 -0.02 0.26 -0.21
N 0.4598 1.2632 0.1208 0.22 0.15 0.05
H -1.1916 0.1289 -2.6017 -0.04 -0.08 -0.02
C -2.8424 -1.3604 -1.0358 -0.51 0.61 1.45
H 1.3845 1.2509 -2.4956 0.06 -0.16 0.04
O -1.0486 -2.7468 1.5722 -0.16 0.52 -0.28
C 0.5772 1.9526 -2.2900 0.59 0.63 0.97
C 0.8732 2.5529 0.6954 -0.43 -1.00 1.34
H -3.6725 -1.6607 -0.4165 -0.13 0.07 0.24
H -1.1188 -1.7862 1.8559 -0.09 -0.66 -0.40
H -0.0926 -0.6569 -1.4983 0.63 -0.59 -0.01
H 0.0066 2.0583 -3.1869 -0.46 0.17 -0.61
H 0.6169 -2.5686 1.8790 0.58 0.15 0.12
H -0.0150 3.1512 0.9130 0.00 -0.09 0.06
H 1.0529 2.9288 -2.0581 -0.36 -0.50 -0.16
H -2.7339 -1.9315 -1.9033 0.38 -0.65 -1.43
O 1.5256 -2.2293 2.1441 -0.64 -0.58 0.19
C -2.0435 -0.3594 -0.6974 0.30 -0.46 -0.84
H 1.3011 0.6771 -0.0307 -0.62 0.31 -0.05
H -1.1241 2.1251 -0.9206 0.34 -0.16 -0.12
H 2.2641 -1.5755 0.6646 0.20 -0.35 0.63
H 3.6960 -1.1902 0.1565 -0.16 -0.12 0.21
H -0.4011 0.3980 1.5700 0.37 -0.57 0.50
C -0.8818 0.0634 -1.5582 -0.41 1.23 0.46
H 1.4031 2.3598 1.6596 -0.35 0.24 -0.75
O 2.7593 -1.1715 -0.0551 0.04 0.63 -0.96
O -0.5768 -0.1989 2.3546 -0.70 0.59 -0.41
H 1.4911 3.1242 0.0505 0.82 0.60 -0.61
H -2.1922 0.1795 0.2164 -0.17 0.20 0.43
H -1.3443 -2.7728 0.6417 0.16 0.18 0.66
H 0.2704 -0.5153 2.6706 0.48 0.03 -0.04
C -0.2889 1.4312 -1.1337 0.07 -0.57 -0.47

---

3.
32
Properties=species:S:1:pos:R:3:forces:R:3 method="wB97M-V/def2-TZVPD" energy_ev=-16800.3890 charge=-1 multiplicity=1
O -0.6316 2.2045 2.9232 -0.13 -1.09 -0.18
C 1.8016 0.2415 0.0205 0.84 0.08 1.17
O 0.0681 -2.1755 3.2175 -0.24 -0.93 -0.56
H -1.8915 0.9994 -0.7705 -0.57 0.11 -0.21
H -1.7211 -1.4096 0.9186 0.22 0.40 -0.92
O -0.5219 -0.6876 -4.0483 1.23 -0.80 -1.62
H 1.4820 0.3084 1.0738 -0.14 0.03 -0.42
H -0.5640 1.0247 2.4936 -0.58 0.41 -0.05
C 1.8823 -1.4126 -1.9161 0.32 -0.06 0.33
H -0.8816 -1.3402 -1.6055 -0.16 -0.26 -0.14
H -1.2681 -1.2193 -3.7854 -0.50 0.74 0.33
C -1.1245 0.4393 -0.2712 2.22 -2.06 -0.66
H -1.5074 2.0627 3.2996 0.02 0.27 0.19
H 1.6441 -2.4339 -2.2417 -0.26 0.12 0.34
H 2.9598 -1.4133 -1.6911 -0.21 0.10 -0.21
H -0.8212 3.0168 1.6095 0.51 0.92 -0.34
H -0.5811 2.8565 0.1292 0.00 0.32 -0.31
H -0.5856 0.2598 -3.9604 -0.89 -0.05 0.36
H -0.3355 -1.4331 2.6339 0.68 0.15 1.20
H 1.7910 1.2765 -0.3631 -0.42 -0.53 -0.42
H 1.6549 -0.7913 -2.7837 0.39 0.11 0.03
O -0.8207 -0.1124 2.1345 0.85 0.16 -0.74
H -0.0273 0.1771 -2.0516 -0.29 -0.12 -0.44
C 1.0868 -0.8950 -0.6870 -1.11 -0.89 -0.99
H 0.5713 -1.7833 3.9289 -0.07 0.44 -0.10
H -0.3309 1.1118 0.0363 -0.35 0.38 0.26
C -1.5629 -0.3107 0.9536 -2.32 0.87 2.55
O -0.6926 3.5830 0.7479 -0.35 -0.69 0.50
H -2.5792 0.1080 1.2098 0.22 -0.49 -0.41
C -0.3250 -0.4870 -1.2518 0.90 1.76 1.62
H 2.8631 -0.0173 0.0820 0.08 -0.02 -0.04
H 0.9687 -1.7480 0.0148 0.11 0.61 -0.11

---

Number 1: frontier orbital gap 8.46 eV. Number 2: frontier orbital gap 10.00 eV. Number 3: frontier orbital gap 7.95 eV.